Record 1
The following is a quantum chemistry calculation of a 2-piece molecular cluster, C6H16O5Si overall at a distorted geometry, from OMol25.

```
! wB97M-V def2-TZVPD RIJCOSX def2/J DEFGRID3
* xyz 0 1
C -2.2285 1.1232 -0.5111
C 0.8558 1.7974 1.5668
C 1.5910 -2.6745 0.4731
C 2.5453 1.1094 -2.0441
C -2.3974 -0.2999 0.1326
C -1.6787 -1.4004 -0.6436
O -1.9303 -0.3535 1.4882
O -1.6953 -2.5969 0.0663
O 0.7053 0.4714 1.2095
O 2.1602 -1.5228 -0.0376
O 2.0484 0.9536 -0.7562
Si 1.1509 -0.2550 -0.1553
H -2.9216 1.8036 -0.0247
H -2.2042 1.1299 -1.5111
H -1.1371 1.3230 -0.4609
H 1.8379 2.0316 2.1105
H 0.0045 2.0614 2.3462
H 0.8856 2.4476 0.7076
H 0.9245 -3.0673 -0.3203
H 1.0728 -2.3705 1.4818
H 2.2908 -3.5034 0.4905
H 3.5911 1.5882 -1.8800
H 1.9587 1.9442 -2.5696
H 2.6132 0.1813 -2.5641
H -3.4762 -0.6309 0.0437
H -1.7226 -1.5957 -1.6899
H -1.2356 0.3848 1.5230
H -2.2240 -2.4600 0.9133
*
```

Summary:
LUMO level (spin up / spin down): 0.06 / 0.55 eV
energy relative to the best compared isomer or geometry (same formula, charge and spin): 277.5 kJ/mol

***

Record 2
The following is a quantum chemistry calculation of C6H16O7P2S as an isolated structure at a distorted geometry, from OMol25.

```
! wB97M-V def2-TZVPD RIJCOSX def2/J DEFGRID3
* xyz 0 1
O -1.3868 1.3637 0.1583
O -3.7030 -2.4455 -1.6476
O -1.0484 -3.7941 -2.0887
O -2.3675 -0.8087 -2.5589
O -3.6048 -0.3860 -0.3477
O 0.0802 -4.0594 -0.0922
O -2.6176 -4.5004 -0.1170
S -0.4516 0.5258 0.8812
C 3.4725 3.6510 0.5194
C 1.1683 1.3641 0.7211
C -0.3086 -0.9108 -0.3196
C 2.7592 2.9136 1.7153
C 1.2390 2.7137 1.4109
C -1.4828 -1.8891 -0.2490
P -2.8068 -1.3934 -1.2141
P -1.3098 -3.5125 -0.6916
H -2.5960 -1.5807 -3.0451
H -3.0304 0.4108 -0.2687
H 0.4341 -4.8015 -0.6575
H -3.2878 -4.2747 -0.7986
H 3.4213 3.0249 -0.3809
H 4.4643 3.9367 0.8786
H 2.8603 4.5944 0.2874
H 1.9618 0.6741 1.1213
H 1.4327 1.5597 -0.3112
H 0.5752 -1.4414 -0.0281
H -0.0601 -0.5271 -1.3906
H 3.0582 3.4915 2.6138
H 3.3006 1.9461 1.8501
H 0.7691 3.5196 0.8415
H 0.7896 2.5905 2.4337
H -1.7247 -1.9549 0.7744
*
```

Summary:
LUMO level: 0.33 eV

***

Record 3
The following is a quantum chemistry calculation of C6H16P2PdS4Sb as an isolated structure at a distorted geometry, from OMol25.

```
! wB97M-V def2-TZVPD RIJCOSX def2/J DEFGRID3
* xyz -1 3
Pd 0.4107 1.1390 -0.7833
C -3.1321 0.4733 -0.9793
P -1.6728 0.6056 0.0860
C -2.2839 1.5331 1.5266
C -1.4717 -1.0949 0.7526
C -0.1171 -1.2297 1.4687
P 1.2411 -0.7005 0.3336
C 1.5192 -2.1770 -0.6737
C 2.7104 -0.5689 1.3665
H -3.9648 -0.0264 -0.4763
H -2.8574 -0.0734 -1.8815
H -3.4467 1.4689 -1.2916
H -3.1191 1.0174 2.0102
H -2.6128 2.5238 1.2121
H -1.4787 1.6723 2.2477
H -1.4927 -1.7566 -0.1188
H -2.3117 -1.3822 1.3918
H 0.0394 -2.2509 1.8278
H -0.0762 -0.5766 2.3459
H 1.7473 -3.0478 -0.0522
H 2.3335 -1.9511 -1.3639
H 0.6350 -2.3767 -1.2799
H 2.8776 -1.4812 1.9462
H 2.6237 0.2918 2.0282
H 3.5562 -0.3882 0.7008
S 3.5835 0.2525 -2.5332
Sb 2.2263 2.0797 -2.5773
S 2.0044 2.8316 -0.2706
S -0.0821 1.3340 -3.0576
S 2.6114 3.8588 -3.9058
*
```

Summary:
LUMO level (spin up / spin down): 2.49 / 1.37 eV
energy relative to the best compared isomer or geometry (same formula, charge and spin): 71.3 kJ/mol
expectation value of S²: 2.014

***

Record 4
The following is a quantum chemistry calculation of a 2-piece molecular cluster, C6H16S4 overall at a distorted geometry, from OMol25.

```
! wB97M-V def2-TZVPD RIJCOSX def2/J DEFGRID3
* xyz 0 1
C -2.8157 4.1554 -17.0016
C -2.5879 2.6520 -16.6100
S -4.0504 1.6262 -17.0355
S -4.6991 2.0620 -18.8721
C -5.8558 3.4811 -18.7247
H -3.1822 4.3950 -18.0140
H -1.7478 4.4249 -16.9411
H -3.3743 4.7652 -16.2717
H -1.7273 2.1747 -17.1169
H -2.5354 2.3873 -15.5364
H -5.2929 4.3744 -18.4059
H -6.6078 3.2452 -17.9531
H -6.3796 3.7132 -19.6672
C -3.3214 7.2950 -13.3242
C -2.1407 8.0843 -13.9575
S -0.8639 8.5084 -12.7079
S 0.8836 7.9858 -13.6720
C 1.3151 9.4376 -14.6234
H -4.0586 6.9361 -14.0621
H -3.8411 7.9327 -12.5894
H -2.8986 6.4234 -12.7969
H -1.7524 7.6025 -14.8754
H -2.5191 9.0862 -14.2375
H 2.3491 9.7027 -14.3457
H 0.6405 10.2361 -14.2713
H 1.2496 9.3812 -15.7230
*
```

Summary:
LUMO level: 0.66 eV
energy relative to the best compared isomer or geometry (same formula, charge and spin): 42.7 kJ/mol
SMILES: CCSSC.CCSSC

***

Record 5
The following is a quantum chemistry calculation of one molecule with the formula C6H16Si2 at a distorted geometry, from OMol25.

```
! wB97M-V def2-TZVPD RIJCOSX def2/J DEFGRID3
* xyz 0 1
C 3.1076 1.3561 0.8059
C 2.2277 0.3774 0.7112
Si 1.2313 -0.4144 -0.7899
C 1.5331 -2.2521 -0.9092
Si -0.9023 0.2498 -0.1663
C -1.9651 1.4116 -1.2406
C -2.0050 -1.2250 0.0946
C -0.9296 0.9727 1.6693
H 3.5584 1.6244 1.8042
H 3.5615 1.8050 -0.0804
H 1.9047 -0.1685 1.6860
H 2.0262 -0.0926 -1.9550
H 2.2760 -2.4698 -1.6681
H 1.8400 -2.9179 -0.0233
H 0.6649 -2.6669 -1.3026
H -1.3617 2.1375 -1.7963
H -2.6201 0.8718 -1.8278
H -2.5946 1.9658 -0.5692
H -1.2431 -1.9516 0.3763
H -2.8411 -1.1766 0.8040
H -2.4592 -1.7149 -0.6603
H -1.9117 1.5151 1.6873
H -0.7914 0.0931 2.3773
H 0.0363 1.5132 1.7582
*
```

Summary:
LUMO level: 0.93 eV
energy relative to the best compared isomer or geometry (same formula, charge and spin): 0.0 kJ/mol
SMILES: C=C[Si@@H](C)[Si](C)(C)C

***

Record 6
The following is a quantum chemistry calculation of C6H17AgFO8 as an isolated structure at a distorted geometry, from OMol25.

```
! wB97M-V def2-TZVPD RIJCOSX def2/J DEFGRID3
* xyz -1 1
Ag 0.1255 -0.2462 0.2634
F -2.1466 -0.7806 0.6058
O 2.9054 2.8912 2.0157
C 3.0770 1.4901 1.8407
O 2.0133 0.8771 1.5644
O 4.2608 1.0676 1.9036
H 3.8199 3.1890 2.1563
C 0.1924 -3.6276 0.5431
O 0.6653 -2.3847 1.1288
H 0.3570 -4.4800 1.2037
H -0.8468 -3.4743 0.2675
H 0.7430 -3.8495 -0.3940
H 1.4871 -2.5632 1.5981
C -0.6975 2.9289 0.6576
C -1.1650 2.2681 1.9131
O -0.5316 1.0734 2.2969
O -0.5415 2.0252 -0.4594
H 0.2230 3.5105 0.7908
H -1.4611 3.6777 0.3876
H -2.2157 2.0103 1.7859
H -1.0416 3.0005 2.7252
H 0.4647 1.1586 2.2706
H -0.8880 2.4584 -1.2395
C -0.2080 -1.6003 -2.7752
C -1.6340 -1.0595 -2.8239
O -2.5485 -1.8777 -2.0985
O 0.7569 -0.6886 -2.1171
H 0.1991 -1.8675 -3.7621
H -0.1846 -2.4942 -2.1598
H -2.0306 -1.0277 -3.8485
H -1.6294 -0.0343 -2.4280
H -2.6285 -1.5558 -1.1097
H 1.1087 -0.0150 -2.7032
*
```

Summary:
LUMO level: 2.87 eV

***

Record 7
The following is a quantum chemistry calculation of one molecule with the formula C6H17BOP2S, from OMol25.

```
! wB97M-V def2-TZVPD RIJCOSX def2/J DEFGRID3
* xyz 0 1
C 3.8393 -0.5872 0.5884
C 3.3352 0.8509 0.6960
B 1.8117 1.1291 0.4655
O 1.4316 2.4095 0.1573
P 0.3351 -0.0889 0.8234
C -1.0499 0.6165 -0.1857
C -2.3602 -0.1897 -0.1006
C -3.0774 -0.1779 -1.4497
C -3.2468 0.3304 1.0284
P 0.7186 -1.8440 -0.4060
S 0.8980 -1.6269 -2.3352
H 3.5165 -1.0480 -0.3475
H 3.4818 -1.2069 1.4133
H 4.9290 -0.6237 0.5975
H 3.8546 1.4867 -0.0287
H 3.6042 1.2654 1.6768
H 0.7354 2.4911 -0.4970
H -0.7244 0.6900 -1.2284
H -1.2123 1.6314 0.1892
H -2.1073 -1.2301 0.1310
H -4.1014 -0.5422 -1.3561
H -2.5501 -0.8026 -2.1729
H -3.1141 0.8349 -1.8606
H -4.2283 -0.1453 1.0077
H -3.3853 1.4113 0.9441
H -2.8044 0.1265 2.0061
H 1.7920 -2.4542 0.2588
H -0.3213 -2.7060 -0.0152
*
```

Summary:
LUMO level: 0.50 eV
SMILES: CCB(O)P(CC(C)C)[PH2]=S

***

Record 8
The following is a quantum chemistry calculation of C6H17CrNO6P as an isolated structure at a distorted geometry, from OMol25.

```
! wB97M-V def2-TZVPD RIJCOSX def2/J DEFGRID3
* xyz -1 5
Cr 17.5027 -22.6444 -17.0895
P 15.8290 -21.1120 -16.6778
O 15.5174 -22.2280 -17.7612
O 17.2689 -20.6037 -17.1915
O 16.3798 -22.0354 -15.4883
O 14.8018 -20.1082 -16.3626
C 21.6375 -22.4542 -17.6713
C 20.4782 -21.9686 -16.8221
O 19.6472 -23.0497 -16.3675
H 22.1529 -21.6107 -18.1372
H 21.2607 -23.0852 -18.4811
H 22.3616 -23.0253 -17.0884
H 19.8131 -21.2944 -17.3651
H 20.8369 -21.3823 -15.9686
H 20.1345 -23.5672 -15.7158
C 15.9441 -26.4414 -18.4911
C 17.0494 -25.4564 -18.1322
C 17.2028 -24.4698 -19.2775
O 18.1493 -23.4628 -18.9494
C 18.5679 -22.7126 -20.0678
N 16.8069 -24.7537 -16.8492
H 15.1344 -25.9276 -19.0171
H 15.5317 -26.9002 -17.5945
H 16.2851 -27.2345 -19.1637
H 18.0001 -25.9863 -18.0219
H 16.2441 -23.9869 -19.4979
H 17.5724 -25.0347 -20.1441
H 19.0494 -21.8115 -19.6927
H 17.7047 -22.4035 -20.6642
H 19.2782 -23.2932 -20.6679
H 17.0081 -25.3759 -16.0753
H 15.8198 -24.4993 -16.7792
*
```

Summary:
LUMO level (spin up / spin down): 2.48 / 2.39 eV
energy relative to the best compared isomer or geometry (same formula, charge and spin): 0.0 kJ/mol
expectation value of S²: 6.018

***

Record 9
The following is a quantum chemistry calculation of a 2-piece molecular cluster, C6H17N2 overall at a distorted geometry, from OMol25.

```
! wB97M-V def2-TZVPD RIJCOSX def2/J DEFGRID3
* xyz 1 1
C 0.5652 1.6290 -0.5012
N 0.0727 1.8034 0.8568
C 0.8756 1.1704 1.9020
C -0.0949 1.2901 3.0893
C 0.0300 0.2783 -1.0838
N -0.1077 -0.6978 -0.0560
C -0.0781 -1.2654 -3.0468
C 0.7785 -0.1479 -2.3376
H 0.3251 2.4246 -1.2676
H 1.6339 1.4354 -0.3912
H -0.7593 1.2516 0.7707
H 1.1602 0.0808 1.7050
H 1.8559 1.6775 2.1981
H -0.9320 0.6774 2.9265
H -0.4657 2.3071 3.1709
H 0.4139 0.8793 3.9903
H -1.0174 0.4787 -1.5507
H -2.4613 -4.6590 2.3054
H -0.6074 -1.5370 -0.4758
H -3.1043 -4.6664 2.5882
H 0.5652 -1.5293 -3.8867
H -1.0413 -0.8534 -3.4153
H -0.1963 -2.1976 -2.5424
H 1.6875 -0.5813 -1.9332
H 0.9018 0.7517 -3.0151
*
```

Summary:
LUMO level: -8.65 eV
energy relative to the best compared isomer or geometry (same formula, charge and spin): 719.2 kJ/mol